1.
Below is C18H31KN3OTa as an isolated structure in a non-equilibrium geometry, with properties calculated with wB97M-V/def2-TZVPD.

For the LUMO energy, the calculation gives -7.30 eV. The electronic energy comes out at -43550.802 eV. Its orbital gap is 7.94 eV. The calculation puts the energy above the lowest of the compared OMol25 structures with the same formula, charge and spin at 5.1 kcal per mole.

Structure (ORCA input):
```
! RIJCOSX wB97M-V def2-TZVPD def2/J DEFGRID3
* xyz 2 1
N -1.859 -0.785 0.457
C -2.862 -1.449 0.670
O -3.835 -2.086 0.866
K -0.562 2.870 1.711
Ta 0.028 -0.348 0.088
N 0.281 1.563 -0.377
N 1.051 -1.715 -0.873
C -0.342 2.376 -1.493
C 0.327 -2.640 -1.795
C -0.062 3.877 -1.286
C 0.281 1.889 -2.798
C -1.843 2.118 -1.449
C -0.229 -3.768 -0.932
C 1.293 -3.216 -2.824
C -0.791 -1.890 -2.493
H -0.645 4.321 -0.448
H -0.406 4.389 -2.197
H 1.009 4.089 -1.163
H 1.369 2.043 -2.783
H -0.158 2.451 -3.641
H 0.087 0.815 -2.954
H -2.099 1.048 -1.561
H -2.307 2.663 -2.287
H -2.311 2.490 -0.515
H 0.581 -4.256 -0.372
H -0.711 -4.516 -1.576
H -0.975 -3.394 -0.219
H 2.012 -3.912 -2.380
H 1.837 -2.426 -3.350
H 0.722 -3.788 -3.568
H -1.352 -2.612 -3.107
H -0.384 -1.128 -3.173
H -1.512 -1.444 -1.786
C 1.741 1.760 -0.123
H 2.237 0.783 0.043
H 2.232 2.217 -1.002
H 1.919 2.401 0.768
C 2.389 -2.192 -0.469
H 2.772 -1.607 0.374
H 2.339 -3.252 -0.166
H 3.099 -2.085 -1.307
C 0.757 -0.751 2.014
C 0.094 0.039 3.137
C 0.797 1.095 3.742
C 0.095 2.030 4.502
C -1.272 1.853 4.741
C -1.925 0.712 4.273
C -1.234 -0.216 3.496
H 1.852 -0.623 2.008
H 0.493 -1.828 2.044
H 1.877 1.165 3.585
H 0.613 2.892 4.939
H -1.820 2.582 5.351
H -2.973 0.525 4.530
H -1.713 -1.130 3.125
*
```

2.
Below is C18H31MnN2Se as an isolated structure in a non-equilibrium geometry, with properties calculated with wB97M-V/def2-TZVPD.

For the LUMO energy (spin up / spin down), the calculation gives -8.49 / -7.00 eV. The electronic energy comes out at -118801.045 eV. Its orbital gap (spin up / spin down) is 6.06 / 7.97 eV.

Structure (ORCA input):
```
! RIJCOSX wB97M-V def2-TZVPD def2/J DEFGRID3
* xyz 2 5
C -2.134 -1.015 -0.709
H -2.787 -1.696 -0.149
H -2.603 -0.021 -0.644
H -1.138 -1.121 -0.180
C -2.018 -1.472 -2.153
H -1.513 -0.704 -2.749
H -1.362 -2.345 -2.188
C -3.346 -1.837 -2.808
H -3.204 -2.098 -3.863
H -3.799 -2.698 -2.309
H -4.059 -1.015 -2.745
C 1.258 2.138 0.160
C 0.715 2.152 -1.169
C -0.705 2.289 -1.067
C -1.047 2.393 0.336
C 0.186 2.373 1.093
C 0.368 2.714 2.531
C -2.378 2.742 0.894
C -1.632 2.519 -2.208
C 1.529 2.205 -2.410
C 2.704 2.192 0.513
Mn -0.170 0.405 0.137
H -2.452 2.448 1.953
H -2.559 3.830 0.847
H -3.185 2.249 0.332
H -0.561 2.570 3.096
H 1.137 2.065 2.972
H 0.700 3.755 2.703
H 3.314 1.736 -0.281
H 3.029 3.245 0.644
H 2.909 1.646 1.450
H 0.951 1.885 -3.286
H 1.876 3.234 -2.598
H 2.423 1.574 -2.323
H -2.599 2.015 -2.066
H -1.843 3.595 -2.329
H -1.188 2.177 -3.153
C 2.663 -1.334 -0.169
N 2.132 -2.386 0.673
C 2.617 -3.689 0.705
C 1.917 -4.357 1.655
N 1.007 -3.463 2.206
C 0.086 -3.781 3.286
C 1.149 -2.235 1.617
Se 0.238 -0.707 2.178
H 1.862 -0.851 -0.757
H 3.388 -1.787 -0.854
H 3.173 -0.572 0.435
H 3.412 -4.008 0.061
H 1.991 -5.374 2.001
H -0.601 -4.582 2.982
H 0.644 -4.115 4.170
H -0.495 -2.885 3.538
*
```

3.
Below is C18H31N3NaO4STa as an isolated structure in a non-equilibrium geometry, with properties calculated with wB97M-V/def2-TZVPD.

For the LUMO energy, the calculation gives -7.34 eV. The electronic energy comes out at -48620.450 eV. Its orbital gap is 7.81 eV. The calculation puts the energy above the lowest of the compared OMol25 structures with the same formula, charge and spin at 0.0 kcal per mole.

Structure (ORCA input):
```
! RIJCOSX wB97M-V def2-TZVPD def2/J DEFGRID3
* xyz 2 1
N -1.791 -0.721 -1.122
C -2.881 -1.262 -1.250
O -3.862 -1.898 -1.418
Na -0.288 2.473 0.867
Ta 0.043 -0.237 -0.618
N 0.142 1.664 -1.231
N 0.805 -1.558 -1.835
C -0.519 2.530 -2.256
C 0.379 -2.543 -2.834
C -0.322 4.021 -1.950
C 0.076 2.219 -3.632
C -2.001 2.214 -2.238
C -0.349 -3.651 -2.064
C 1.561 -3.137 -3.598
C -0.558 -1.885 -3.832
H -0.725 4.296 -0.961
H -0.869 4.613 -2.696
H 0.730 4.328 -2.008
H 1.146 2.471 -3.657
H -0.444 2.825 -4.395
H -0.055 1.151 -3.876
H -2.173 1.155 -2.462
H -2.513 2.822 -2.994
H -2.448 2.430 -1.253
H 0.332 -4.112 -1.330
H -0.673 -4.414 -2.788
H -1.232 -3.250 -1.545
H 2.221 -3.724 -2.946
H 2.136 -2.349 -4.099
H 1.147 -3.817 -4.356
H -0.846 -2.647 -4.565
H -0.055 -1.064 -4.351
H -1.469 -1.517 -3.361
C 1.586 1.935 -1.051
H 2.129 1.024 -0.712
H 2.038 2.246 -1.999
H 1.733 2.753 -0.315
C 2.056 -1.887 -1.084
H 2.114 -1.328 -0.108
H 2.090 -2.965 -0.837
H 2.946 -1.630 -1.693
C 0.052 0.405 7.970
C 0.123 0.219 6.477
C 0.003 -1.050 5.908
C -0.130 -1.197 4.521
C -0.093 -0.051 3.708
C 0.210 1.199 4.259
C 0.314 1.331 5.645
S -0.661 -0.078 2.041
O -0.901 -1.373 1.375
O -1.633 1.012 1.847
O 0.659 0.380 1.264
H -0.785 -0.158 8.409
H 0.973 0.048 8.449
H -0.087 1.459 8.231
H -0.040 -1.925 6.556
H -0.274 -2.169 4.079
H 0.392 2.069 3.618
H 0.539 2.307 6.094
*
```

4.
Below is C18H31N3NaO4SV as an isolated structure in a non-equilibrium geometry, with properties calculated with wB97M-V/def2-TZVPD.

For the LUMO energy (spin up / spin down), the calculation gives -9.58 / -9.59 eV. The electronic energy comes out at -72752.421 eV. Its orbital gap (spin up / spin down) is 4.50 / 4.49 eV. The calculation puts the energy above the lowest of the compared OMol25 structures with the same formula, charge and spin at 0.0 kcal per mole.

Structure (ORCA input):
```
! RIJCOSX wB97M-V def2-TZVPD def2/J DEFGRID3
* xyz 2 1
N 1.960 -0.944 -1.058
C 3.071 -1.256 -0.614
O 4.151 -1.534 -0.225
Na -0.474 0.693 -3.554
V 0.116 -0.439 -0.711
N -0.748 -1.611 -1.977
N -0.217 1.275 -1.609
C -0.319 -3.009 -2.209
C 0.674 2.440 -1.862
C 0.712 -3.003 -3.337
C -1.481 -3.925 -2.593
C 0.321 -3.605 -0.956
C -0.002 3.404 -2.845
C 0.983 3.220 -0.589
C 1.964 1.908 -2.478
H 0.274 -2.616 -4.269
H 1.067 -4.027 -3.518
H 1.572 -2.375 -3.070
H -2.287 -3.864 -1.852
H -1.129 -4.964 -2.612
H -1.887 -3.708 -3.587
H 1.262 -3.121 -0.687
H 0.541 -4.661 -1.163
H -0.359 -3.563 -0.100
H -0.191 2.950 -3.839
H 0.667 4.259 -3.012
H -0.949 3.785 -2.436
H 0.077 3.695 -0.194
H 1.698 4.022 -0.827
H 1.417 2.574 0.181
H 2.414 1.118 -1.865
H 2.675 2.740 -2.564
H 1.809 1.515 -3.500
C -1.508 1.592 -0.963
H -1.830 0.727 -0.346
H -1.475 2.480 -0.312
H -2.296 1.780 -1.721
C -1.883 -1.196 -2.819
H -2.741 -1.879 -2.723
H -2.272 -0.201 -2.534
H -1.598 -1.198 -3.899
C -0.988 1.828 7.048
C -0.688 1.170 5.735
C -0.199 -0.138 5.714
C 0.177 -0.737 4.517
C 0.070 -0.006 3.330
C -0.518 1.260 3.319
C -0.883 1.849 4.528
S 0.887 -0.642 1.884
O 2.021 -1.403 2.322
O -0.155 -1.447 1.128
O 1.162 0.588 1.081
H -1.879 1.387 7.509
H -0.160 1.694 7.753
H -1.158 2.900 6.922
H -0.078 -0.685 6.650
H 0.575 -1.747 4.492
H -0.671 1.791 2.380
H -1.295 2.861 4.538
*
```